No. 1
C47H55AsBaN10O5S2 as an isolated structure, computed with ωB97M-V/def2-TZVPD.

Element x y z (Å)
Ba1 15.38946 8.18673 14.49323
N1 13.69905 5.75799 18.78339
C1 14.10789 5.85888 17.47540
S1 15.77148 5.98822 17.16177
N2 13.07739 5.79437 16.63587
N3 13.40102 5.80083 15.33038
C2 12.42821 5.78356 14.50703
C3 10.93636 5.84630 14.85889
C4 10.29429 6.99695 14.47797
C5 8.92225 7.13956 14.66760
C6 8.22759 6.16320 15.39253
C7 8.89596 4.99517 15.77148
C8 10.23999 4.83506 15.49594
C9 12.80270 5.77801 13.07795
C10 11.95295 5.18198 12.17969
C11 12.28265 5.11250 10.85186
C12 13.56298 5.54051 10.49352
C13 14.37050 6.09265 11.49307
N4 13.97977 6.28115 12.76448
H1 14.30068 6.29890 19.38377
H2 12.73106 5.95098 18.96493
H3 10.83356 7.75515 13.96612
H4 8.41150 8.03821 14.35295
H5 7.15849 6.28860 15.62029
H6 8.30995 4.22315 16.23522
H7 10.72301 3.90921 15.78447
H8 10.99177 4.83854 12.57538
H9 11.58796 4.70313 10.09626
H10 13.95150 5.54379 9.49862
H11 15.36860 6.41483 11.22306
C14 13.22792 10.26870 10.48102
C15 13.56644 9.98778 11.90060
N5 14.69954 9.44862 12.15659
O1 15.45394 9.29398 10.96798
C16 12.64546 10.40351 12.95591
C17 11.20040 10.13878 12.87304
N6 13.15254 11.23106 13.84042
O2 12.34048 11.76431 14.72136
H12 12.95580 9.36670 9.94903
H13 14.07788 10.72093 9.95425
H14 12.36233 10.91730 10.40704
H15 16.25665 8.79736 11.24576
H16 10.63688 11.04428 12.49408
H17 10.80976 9.93001 13.87205
H18 10.99008 9.34766 12.18199
S2 17.93232 5.91642 10.05942
C18 19.12772 6.83348 9.23579
C19 19.66237 6.48807 8.01458
C20 20.64875 7.27854 7.42551
C21 21.10304 8.40987 8.08176
C22 20.60989 8.73824 9.35867
C23 19.60102 7.98809 9.91733
As1 18.64806 8.26915 11.60154
C24 19.72411 7.16133 12.76687
C25 20.59379 6.12935 12.35304
C26 21.20650 5.31958 13.33078
C27 20.98345 5.58412 14.66880
C28 20.19717 6.64166 15.08591
C29 19.56127 7.41376 14.14036
C30 19.34997 10.06530 12.03222
C31 20.47594 10.33168 12.77696
C32 20.78570 11.65606 13.12350
C33 19.89057 12.71200 12.83666
C34 18.76393 12.43897 12.08485
C35 18.50150 11.12750 11.65941
H19 19.32275 5.59071 7.47803
H20 21.08710 7.11682 6.44981
H21 21.85244 9.06202 7.64648
H22 21.04525 9.57228 9.90251
H23 20.81356 6.01629 11.31589
H24 21.82939 4.49934 13.06891
H25 21.41573 4.89446 15.39408
H26 19.99101 6.85004 16.14174
H27 18.87968 8.18858 14.49120
H28 21.17691 9.57998 13.10537
H29 21.72364 11.86730 13.67458
H30 20.12190 13.70906 13.18197
H31 18.12500 13.26307 11.80114
H32 17.62864 10.89844 11.07049
O3 15.95400 11.80513 13.87688
H33 14.97219 11.71230 13.89288
H34 16.26583 11.46432 13.03088
C36 17.06645 5.39251 13.73729
O4 16.77878 6.72011 13.88954
H35 18.16658 5.19215 13.90234
H36 16.84551 5.06884 12.71625
H37 16.46775 4.77973 14.46670
N7 19.59852 12.71204 18.39829
C37 18.94934 11.71862 17.62371
C38 18.38339 10.59552 18.18714
C39 17.74148 9.65767 17.37539
N8 17.65396 9.77898 16.04720
C40 18.22195 10.85994 15.54310
C41 18.87664 11.84683 16.24316
H38 19.46139 12.62453 19.39769
H39 19.53494 13.66807 18.05401
H40 18.41035 10.43678 19.27394
H41 17.26080 8.78201 17.82597
H42 18.16157 10.97718 14.46397
H43 19.33499 12.69510 15.74918
C42 11.28078 8.48066 17.24365
N9 11.86545 9.76581 17.51990
C43 10.92667 10.72990 18.04389
C44 11.68466 11.76162 18.86930
C45 12.75991 12.39590 17.99976
N10 13.56939 11.33235 17.39550
C46 14.68356 11.88083 16.65307
C47 13.07790 10.11469 17.00993
O5 13.75674 9.34810 16.33424
H44 11.05294 7.89949 18.17607
H45 11.95184 7.83937 16.69075
H46 10.35837 8.60897 16.65500
H47 10.20027 10.15965 18.63702
H48 10.32175 11.22285 17.25348
H49 12.19300 11.23815 19.70613
H50 10.98660 12.53782 19.22562
H51 13.44356 13.02569 18.61250
H52 12.28680 12.97778 17.21150
H53 15.55267 11.99733 17.29478
H54 14.37350 12.84832 16.26397
H55 14.94541 11.22944 15.85966

Computed properties:
frontier orbital gap = 5.46 eV
highest occupied orbital energy = -1.73 eV
strongest force on any atom = 2.6 eV Å⁻¹
total charge = -2
total energy = -5805.43825 Ha
LUMO level = 3.74 eV

***

No. 2
An isolated molecule of C23H24ClN3O5, computed with ωB97M-V/def2-TZVPD.

Element x y z (Å)
C1 -2.91043 -0.73602 4.97754
C2 -1.79383 -1.38075 4.29030
O1 -1.41723 -0.51292 2.97016
C3 -0.41839 -0.89465 2.18280
O2 0.08238 -1.89654 2.27738
C4 -0.17456 -0.14199 1.11335
C5 0.63343 -0.41784 0.04310
C6 1.27278 -1.73671 -0.21928
N1 1.83304 -1.73691 -1.40520
C7 3.05315 -2.46790 -1.64555
C8 4.34106 -1.79379 -0.97030
C9 4.34589 -0.59719 -2.05633
C10 4.03906 0.97331 -1.33236
C11 4.05129 1.89911 -2.24974
C12 4.69351 1.83073 -3.48268
Cl1 4.68442 3.14799 -4.61037
C13 4.90629 0.77850 -3.99064
C14 5.11658 -0.35736 -3.15540
N2 0.76190 0.61159 -0.88791
C15 0.64339 1.84135 -0.63226
O3 0.98978 2.62596 -1.60106
N3 -0.32827 2.27036 0.18481
C16 -0.88484 1.22390 1.16895
C17 -2.25676 1.29519 0.94015
C18 -3.38982 1.63477 1.79623
C19 -4.63308 1.45968 1.58373
C20 -5.06637 0.76184 0.43857
C21 -3.96398 0.62574 -0.51454
C22 -2.67892 0.62209 -0.41222
O4 -4.58328 0.08936 -1.63198
C23 -5.92090 0.29377 -1.38245
O5 -6.23013 0.36055 -0.19211
H1 -3.27145 -1.33762 5.73874
H2 -2.76888 0.30384 5.39494
H3 -3.64184 -0.59169 4.38903
H4 -1.95753 -2.45492 3.93400
H5 -0.88422 -1.46085 4.91562
H6 0.56867 -2.53392 0.12886
H7 1.93241 -1.86910 0.69199
H8 1.08999 -1.99791 -2.21326
H9 3.32166 -2.76318 -2.63132
H10 2.99626 -3.51642 -0.98522
H11 4.02132 -1.32955 -0.10850
H12 5.15890 -2.46631 -1.25263
H13 3.48400 0.93780 -0.49401
H14 3.47526 2.86578 -1.88032
H15 5.35870 0.66745 -5.17216
H16 5.33600 -1.40280 -3.72129
H17 1.47940 0.20368 -1.56061
H18 -0.47420 3.19133 0.51126
H19 -0.79927 1.78390 2.30718
H20 -2.91534 1.98149 2.82716
H21 -5.38059 1.48774 2.43210
H22 -1.77864 0.50797 -0.98183
H23 -6.57781 0.83407 -2.15520
H24 -6.56995 -0.71602 -1.70922

Computed properties:
SMILES string = CCOC(=O)C1=C(CNCCc2ccc(Cl)cc2)NC(=O)N[C@H]1c1ccc2c(c1)OCO2
frontier orbital gap = 8.01 eV
highest occupied orbital energy = -7.79 eV
strongest force on any atom = 16.4 eV Å⁻¹
total energy = -1890.95393 Ha
LUMO level = 0.21 eV

***

No. 3
A 2-piece molecular cluster, C5H12O3 overall, computed with ωB97M-V/def2-TZVPD.

Element x y z (Å)
C1 -0.20209 1.25062 -1.03644
C2 0.58063 -0.04498 -0.97303
C3 0.06254 -1.04822 -2.00969
C4 0.46268 -0.70171 0.42234
C5 0.92209 0.10781 1.58506
O1 0.24390 0.44020 2.52049
O2 2.27046 0.30526 1.57819
H1 -0.31063 1.57867 -2.07672
H2 -1.26270 1.08470 -0.77919
H3 0.13334 2.01921 -0.34664
H4 1.64760 0.13296 -1.14158
H5 0.86341 -1.71808 -2.31007
H6 -0.75339 -1.63105 -1.55916
H7 -0.40845 -0.55733 -2.85329
H8 1.00746 -1.64713 0.38983
H9 -0.59611 -0.93141 0.54032
H10 2.46549 1.18162 1.94533
O3 -2.74162 0.21258 2.04847
H11 -1.89221 0.65576 2.22250
H12 -2.49241 -0.68946 1.83327

Computed properties:
SMILES string = CC(C)CC(=O)O.O
relative energy (zero: lowest compared OMol25 entry of this formula, charge and spin) = 5.6 kcal per mole
frontier orbital gap = 11.46 eV
highest occupied orbital energy = -10.87 eV
strongest force on any atom = 1.3 eV Å⁻¹
total energy = -423.44484 Ha
LUMO level = 0.59 eV

***

No. 4
C22H37N8O5S4Y as an isolated structure, computed with ωB97M-V/def2-TZVPD.

Element x y z (Å)
Y1 -1.60597 0.48960 0.29175
C1 -2.22813 -3.74732 -6.91193
C2 -2.48244 -3.18308 -5.53885
C3 -1.62904 -3.45808 -4.48110
C4 -1.87506 -2.94161 -3.21281
C5 -2.98499 -2.14830 -2.99703
C6 -3.85180 -1.86065 -4.04642
C7 -3.59606 -2.37401 -5.30378
S1 -3.32409 -1.47430 -1.37930
O1 -3.26989 -0.01739 -1.57493
O2 -4.59775 -2.04565 -1.01111
N1 -2.12235 -1.76394 -0.45470
C8 -2.03414 -2.87274 0.46724
C9 -1.34865 -2.37686 1.74882
O3 -0.74857 -3.18580 2.45987
O4 -1.44172 -1.11843 1.97485
H1 -1.19937 -4.09463 -7.00944
H2 -2.40911 -2.99907 -7.68512
H3 -2.88698 -4.59540 -7.11537
H4 -0.74911 -4.07002 -4.64639
H5 -1.19818 -3.13110 -2.39061
H6 -4.71119 -1.22710 -3.86823
H7 -4.26403 -2.14059 -6.12620
H8 -1.43601 -3.69971 0.07235
H9 -3.02070 -3.26702 0.73609
S2 -3.93231 1.98595 1.10887
C10 -3.50394 3.64998 0.81725
C11 -4.45408 4.61188 1.31006
N2 -5.22339 5.36290 1.72642
C12 -2.39910 4.11090 0.16097
S3 -1.12512 3.13605 -0.52539
C13 -2.23636 5.52926 -0.00414
N3 -2.06769 6.66052 -0.15158
N4 -0.93772 1.57485 2.48159
H10 -0.84393 0.85248 3.18859
H11 -1.79173 2.09362 2.67686
H12 -0.16005 2.22368 2.55442
N5 2.24313 -2.23349 2.05383
N6 1.57037 -0.95862 2.08292
H13 1.53671 -2.96353 2.12648
H14 2.80686 -2.29047 2.89370
H15 0.65801 -1.08129 2.52206
H16 1.34670 -0.70097 1.12023
C14 2.39939 0.72349 -1.60246
C15 1.11008 -0.09843 -1.58085
C16 1.45274 -1.59339 -1.54160
C17 0.28231 0.20642 -2.83300
O5 0.37486 0.23218 -0.44215
H17 3.00293 0.50780 -2.48974
H18 2.99323 0.49060 -0.71535
H19 2.15205 1.78756 -1.59100
H20 1.95577 -1.91506 -2.45956
H21 0.52525 -2.15807 -1.42763
H22 2.09777 -1.82564 -0.69055
H23 0.83950 -0.00931 -3.75021
H24 -0.01303 1.25800 -2.83482
H25 -0.62504 -0.40244 -2.83195
C18 4.30970 0.13195 5.18791
C19 2.80754 0.30623 5.01027
N7 2.48190 1.15764 3.88347
C20 2.33546 2.48115 3.97406
S4 2.57551 3.35791 5.40335
N8 1.95425 3.13489 2.84332
C21 2.22224 2.67663 1.47892
C22 3.70163 2.78448 1.13186
H26 4.52231 -0.52515 6.03447
H27 4.77271 1.10114 5.37435
H28 4.75486 -0.30475 4.29151
H29 2.36869 0.73588 5.90996
H30 2.32906 -0.65673 4.81869
H31 2.22654 0.63871 3.03392
H32 1.93446 4.13302 2.98126
H33 1.60510 3.28242 0.81445
H34 1.85466 1.65882 1.33924
H35 4.04796 3.81291 1.25533
H36 3.87747 2.48452 0.09951
H37 4.29907 2.14412 1.78421

Computed properties:
relative energy (zero: lowest compared OMol25 entry of this formula, charge and spin) = 3.6 kcal per mole
frontier orbital gap = 5.71 eV
highest occupied orbital energy = -1.94 eV
strongest force on any atom = 0.2 eV Å⁻¹
total charge = -2
total energy = -3306.18994 Ha
LUMO level = 3.77 eV